Entry 1:
Computed, not measured: a structure of composition C38H44GaN2O5PS3, with ωB97M-V with the def2-TZVPD basis set.

```
! RIJCOSX wB97M-V def2-TZVPD def2/J DEFGRID3
* xyz 2 1
Ga -0.1760 -0.1995 -0.8202
O -0.8498 -1.7665 3.1094
S -0.9271 -0.6813 2.1823
O -2.2329 -0.1963 1.7946
O -0.1352 -1.0426 0.9310
C -0.0471 0.6972 2.8637
C 0.3366 0.6097 4.1900
C 1.0142 1.6680 4.7839
C 1.3113 2.7973 4.0438
C 0.9180 2.8850 2.7130
C 0.2229 1.8457 2.1048
P -0.3176 2.0388 0.3747
C -2.0089 2.6933 0.4257
C -2.7420 2.7661 1.6051
C -4.0375 3.2641 1.5856
C -4.6060 3.6906 0.3947
C -3.8764 3.6279 -0.7863
C -2.5840 3.1301 -0.7691
C 0.6694 3.4051 -0.2999
C 0.2009 4.7193 -0.2681
C 0.9937 5.7521 -0.7468
C 2.2570 5.4859 -1.2547
C 2.7348 4.1826 -1.2779
C 1.9467 3.1462 -0.8021
H 0.0997 -0.2863 4.7476
H 1.3077 1.6030 5.8230
H 1.8437 3.6224 4.4976
H 1.1545 3.7782 2.1503
H -2.3127 2.4304 2.5393
H -4.6017 3.3200 2.5066
H -5.6142 4.0823 0.3857
H -4.3094 3.9801 -1.7133
H -2.0063 3.1313 -1.6891
H -0.7783 4.9435 0.1332
H 0.6231 6.7679 -0.7175
H 2.8715 6.2945 -1.6269
H 3.7247 3.9747 -1.6622
H 2.3312 2.1353 -0.7987
N 0.0027 0.7716 -2.6602
C -0.2330 0.0536 -3.9475
C -1.6977 0.0383 -4.3438
C -2.6674 -0.7478 -3.4592
C -3.0688 -0.1027 -2.1353
N -2.2203 -0.4857 -0.9754
H -0.5473 1.6296 -2.6617
H 0.9729 1.0796 -2.6179
H 0.1537 -0.9572 -3.8335
H 0.3411 0.5493 -4.7309
H -1.7389 -0.3830 -5.3499
H -2.0560 1.0694 -4.4454
H -2.2900 -1.7614 -3.2878
H -3.5857 -0.8758 -4.0341
H -4.0942 -0.3834 -1.8914
H -3.0573 0.9843 -2.2141
H -2.3513 -1.4828 -0.7977
H -2.5876 -0.0507 -0.1229
O 0.1644 -2.0083 -1.6740
S -0.4115 -3.3898 -2.0324
C 0.9658 -4.5226 -1.7864
C 1.7272 -4.5435 -0.4627
C 2.2442 -3.1984 0.0610
C 3.1025 -2.4549 -0.9530
S 3.2649 -0.6730 -0.7443
O 1.8521 -0.0729 -0.8206
C 3.8441 -0.5179 0.9162
C 5.1797 -0.1506 1.0351
C 5.7369 -0.0363 2.3007
C 4.9539 -0.2702 3.4208
C 3.6127 -0.6160 3.2874
C 3.0452 -0.7446 2.0319
C -1.6083 -3.8650 -0.8232
C -1.4040 -3.8094 0.5543
C -2.4435 -4.1606 1.3982
C -3.6617 -4.5787 0.8724
C -3.8569 -4.6401 -0.5003
C -2.8305 -4.2731 -1.3579
H 1.6170 -4.2937 -2.6331
H 0.5244 -5.5004 -1.9978
H 2.5655 -5.2281 -0.6188
H 1.1095 -5.0057 0.3079
H 2.8289 -3.3871 0.9620
H 1.4054 -2.5734 0.3556
H 2.7167 -2.5314 -1.9702
H 4.1387 -2.8043 -0.9694
H 5.7758 0.0448 0.1520
H 6.7758 0.2431 2.4081
H 5.3884 -0.1795 4.4073
H 3.0095 -0.7952 4.1670
H 2.0044 -1.0092 1.9175
H -0.4697 -3.4676 0.9713
H -2.2983 -4.0949 2.4676
H -4.4660 -4.8555 1.5409
H -4.8050 -4.9681 -0.9036
H -2.9714 -4.3091 -2.4317
*
```

As for the lowest unoccupied orbital energy: -0.168 Ha. The calculation puts the gap between HOMO and LUMO at 9.222 eV. The calculation puts the HOMO energy at -13.78 eV.



Entry 2:
Computed, not measured: a structure of composition C35H89CuN6O14 at a distorted geometry, with ωB97M-V with the def2-TZVPD basis set.

```
! RIJCOSX wB97M-V def2-TZVPD def2/J DEFGRID3
* xyz 0 3
Cu -11.3021 2.1046 -25.2417
O -13.1444 -0.3225 -21.9709
C -12.2928 -0.0854 -22.9926
O -11.5454 -1.0059 -23.2650
O -12.2383 1.0018 -23.5310
H -12.7961 -1.2036 -21.8160
C -11.5731 1.5279 -19.0781
C -10.2078 1.0385 -19.4192
O -9.4289 0.9381 -18.2778
H -11.5904 2.4771 -18.5426
H -12.0284 0.8547 -18.3517
H -12.1809 1.5903 -19.9807
H -9.7305 1.6954 -20.1464
H -10.1918 0.0599 -19.8990
H -9.7404 0.1730 -17.7888
C -14.9902 1.7402 -17.7154
O -14.5348 2.3494 -18.9236
C -15.2657 1.8988 -20.1016
C -14.7390 2.5664 -21.4001
N -14.6993 4.0646 -21.2555
C -16.0016 4.7079 -21.3633
C -15.8473 6.2016 -21.1040
O -15.9821 6.4859 -19.7253
C -15.7708 7.8924 -19.5260
H -14.3132 2.0160 -16.9068
H -15.0367 0.6662 -17.8954
H -15.9814 2.1087 -17.4513
H -16.3527 1.9189 -20.0232
H -14.9767 0.8531 -20.2069
H -15.3018 2.1218 -22.2209
H -13.7048 2.2973 -21.6146
H -14.3659 4.1786 -20.3090
H -16.7224 4.1989 -20.7234
H -16.3455 4.5373 -22.3834
H -16.6223 6.7669 -21.6216
H -14.9390 6.5720 -21.5794
H -16.4615 8.4031 -20.1969
H -14.7481 8.1167 -19.8291
H -15.9617 8.1060 -18.4743
C -15.5733 -1.8918 -20.1782
O -16.4824 -1.5843 -19.0618
C -16.4619 -2.5325 -18.0090
C -17.4881 -2.1967 -16.9422
N -17.1229 -0.9498 -16.3222
C -18.0676 -0.6039 -15.2458
C -17.7674 0.7723 -14.6351
O -18.5784 1.7640 -15.2187
C -18.3607 3.1056 -14.7277
H -14.5635 -1.7747 -19.7849
H -15.8028 -1.2961 -21.0617
H -15.7017 -2.9307 -20.4821
H -15.4558 -2.5635 -17.5909
H -16.7184 -3.5336 -18.3557
H -17.3410 -3.0198 -16.2429
H -18.5298 -2.2269 -17.2615
H -17.0976 -0.2677 -17.0667
H -18.0012 -1.3505 -14.4544
H -19.1050 -0.6698 -15.5740
H -16.7020 0.9843 -14.7252
H -17.9379 0.7703 -13.5585
H -18.6238 3.1412 -13.6705
H -18.8946 3.8631 -15.3015
H -17.3063 3.3777 -14.7749
C -16.5316 2.3341 -25.5536
O -17.2815 1.0832 -25.4972
C -17.1952 0.3677 -24.2791
C -15.8137 -0.3923 -24.1757
N -15.6636 -1.3307 -25.2976
C -14.2532 -1.6901 -25.3105
C -13.8749 -2.7633 -26.3539
O -13.7265 -2.1695 -27.6648
C -13.4910 -3.1462 -28.6509
H -15.5257 2.3370 -25.1336
H -16.9796 3.1532 -24.9911
H -16.3626 2.5796 -26.6020
H -18.0636 -0.2875 -24.3470
H -17.4100 0.9899 -23.4102
H -15.9317 -0.8744 -23.2052
H -15.0160 0.3499 -24.1463
H -15.8154 -0.7691 -26.1232
H -14.0526 -2.1436 -24.3398
H -13.5865 -0.8358 -25.4281
H -14.5364 -3.6273 -26.2915
H -12.8559 -3.1168 -26.1966
H -14.3103 -3.8382 -28.8456
H -12.6330 -3.8080 -28.5329
H -13.2964 -2.6238 -29.5877
C -9.1540 -3.3742 -26.9122
O -10.1099 -2.4984 -26.3967
C -10.4216 -1.3542 -27.1059
C -9.5187 -0.1353 -26.7580
N -9.8517 0.3989 -25.4187
C -8.6492 0.9631 -24.8182
C -8.9654 1.6916 -23.4972
O -9.8693 2.7768 -23.7435
C -10.0717 3.5976 -22.6363
H -8.3038 -2.8005 -27.2811
H -9.5008 -4.0559 -27.6889
H -8.7922 -3.9521 -26.0618
H -11.4194 -1.1387 -26.7239
H -10.6570 -1.5370 -28.1544
H -9.7186 0.6389 -27.4988
H -8.4760 -0.3984 -26.9362
H -10.1915 -0.3200 -24.7959
H -8.3658 1.7732 -25.4902
H -7.8608 0.2186 -24.7074
H -8.0481 2.1068 -23.0798
H -9.3683 0.9997 -22.7575
H -10.7483 4.4309 -22.8259
H -9.1228 4.0213 -22.3074
H -10.3722 3.0073 -21.7706
C -7.9382 -2.2935 -23.3430
C -8.8180 -3.4572 -22.7217
C -9.0932 -3.1827 -21.2252
O -7.9245 -3.5962 -20.5440
C -7.8471 -3.3558 -19.1486
N -10.1515 -3.5340 -23.3666
H -8.4393 -1.3266 -23.2967
H -7.7077 -2.4051 -24.4025
H -7.0149 -2.0744 -22.8066
H -8.2999 -4.4112 -22.8191
H -9.8701 -3.8105 -20.7888
H -9.3016 -2.1317 -21.0246
H -8.1567 -4.2392 -18.5901
H -8.3672 -2.4789 -18.7631
H -6.8106 -3.2359 -18.8333
H -9.9963 -3.5521 -24.3645
H -10.6821 -2.6825 -23.2508
C -13.8000 -4.7164 -22.7919
C -13.1142 -4.7250 -21.4404
C -12.0713 -5.7334 -21.1755
O -12.6861 -6.9879 -20.8955
C -11.7866 -8.0010 -20.3612
N -12.5722 -3.3542 -21.3108
H -14.4871 -3.8869 -22.9592
H -14.3382 -5.6573 -22.9064
H -13.1289 -4.7186 -23.6508
H -13.9434 -4.7668 -20.7342
H -11.4056 -5.4580 -20.3574
H -11.4073 -5.8539 -22.0315
H -11.0940 -8.2669 -21.1597
H -12.3267 -8.9001 -20.0643
H -11.2132 -7.6760 -19.4930
H -11.8467 -3.2868 -22.0102
H -12.1261 -3.4289 -20.4077
*
```

As for the lowest unoccupied orbital energy (alpha / beta): 0.016 / -0.090 Ha. The calculation puts the gap between HOMO and LUMO (alpha / beta) at 7.409 / 5.909 eV. The expectation value of S² is 2.002. The calculation puts the HOMO energy (alpha / beta) at -6.99 / -8.37 eV.



Entry 3:
Computed, not measured: a cluster of 8 separate species, C36H66F3INO14 in total at a distorted geometry, with ωB97M-V with the def2-TZVPD basis set.

```
! RIJCOSX wB97M-V def2-TZVPD def2/J DEFGRID3
* xyz 1 1
F -4.6274 -3.4599 2.2383
C -4.6585 -4.3385 1.1585
F -5.0779 -5.6476 1.3815
C -4.3173 -3.9257 -0.1719
F -3.1269 -4.4669 -0.7015
C -5.2778 -2.8901 -0.8822
C -5.0362 -2.7068 -2.4451
C -3.5335 -2.3755 -2.8547
C -2.6428 -1.5485 -1.8198
N -1.4511 -2.1411 -1.8049
C -1.2162 -3.3100 -2.7168
C -2.5997 -3.4728 -3.5288
I -3.3183 -5.4902 -3.8696
H -5.2958 -1.8953 -0.3087
H -6.3394 -3.3072 -0.7693
H -5.4929 -3.5857 -3.0167
H -5.6709 -1.8040 -2.7600
H -3.6517 -1.6114 -3.7091
H -2.9537 -0.6468 -1.1947
H -0.7589 -1.7324 -1.1498
H -0.9742 -4.2676 -2.1448
H -0.3648 -3.1651 -3.4519
H -2.3063 -3.1508 -4.5841
O -2.6377 -0.5566 3.3238
C -2.8946 -0.8851 4.4600
O -2.2797 -0.2819 5.4905
C -2.6561 -0.4532 6.8655
C -1.9767 -1.6666 7.4671
C -3.8275 -2.0307 4.7356
H -3.7421 -0.4820 6.9752
H -2.3172 0.4441 7.3875
H -2.2803 -2.5868 6.9648
H -2.2200 -1.7557 8.5282
H -0.8928 -1.5891 7.3594
H -3.2694 -2.9674 4.7015
H -4.5917 -2.0401 3.9589
H -4.3567 -1.9482 5.6831
O 1.1000 -1.2461 0.2062
C 1.1748 -0.1027 -0.2057
O 2.0019 0.1887 -1.2182
C 2.0181 1.4518 -1.9071
C 2.9072 2.4482 -1.1933
C 0.4257 1.0127 0.4650
H 1.0046 1.8290 -2.0610
H 2.4272 1.2513 -2.8996
H 2.5380 2.6680 -0.1901
H 2.9618 3.3835 -1.7536
H 3.9160 2.0453 -1.0800
H 1.0135 1.3879 1.3026
H -0.5204 0.6162 0.8412
H 0.1698 1.8286 -0.2005
O -1.5844 -7.6741 -7.6166
C -0.8998 -8.1331 -6.7353
O -0.6560 -7.4063 -5.6279
C -0.0328 -7.9228 -4.4428
C 1.4771 -7.8475 -4.5456
C -0.2326 -9.4709 -6.8934
H -0.3887 -8.9304 -4.2187
H -0.3689 -7.2866 -3.6206
H 1.8545 -8.4620 -5.3646
H 1.9424 -8.1858 -3.6171
H 1.7949 -6.8219 -4.7458
H 0.7141 -9.3403 -7.4188
H -0.8855 -10.1126 -7.4868
H -0.0653 -9.9922 -5.9527
O -0.2262 3.6834 0.5310
C -0.1465 4.8195 0.1148
O 0.6820 5.1018 -0.9005
C 0.7057 6.3596 -1.5995
C 1.6010 7.3564 -0.8946
C -0.8923 5.9396 0.7831
H -0.3055 6.7405 -1.7570
H 1.1137 6.1494 -2.5902
H 1.2344 7.5871 0.1079
H 1.6612 8.2862 -1.4632
H 2.6073 6.9494 -0.7784
H -0.3021 6.3150 1.6197
H -1.8380 5.5466 1.1600
H -1.1473 6.7579 0.1128
O 4.1472 2.6327 4.9387
C 3.1734 1.9186 4.9408
O 3.3191 0.5828 4.9162
C 2.2446 -0.3472 5.1194
C 1.5191 -0.6300 3.8208
C 1.7889 2.5024 4.8737
H 1.5728 -0.0055 5.9099
H 2.7042 -1.2689 5.4825
H 1.0533 0.2712 3.4172
H 0.7416 -1.3829 3.9705
H 2.2189 -0.9918 3.0638
H 1.5254 2.6837 3.8310
H 1.7895 3.4511 5.4129
H 1.0279 1.8835 5.3456
O -0.4963 -3.7642 3.5675
C 0.1368 -4.5284 2.8787
O 1.0237 -5.3632 3.4431
C 1.6735 -6.4392 2.7494
C 2.9241 -5.9543 2.0445
C 0.0171 -4.4930 1.3802
H 0.9809 -6.9470 2.0748
H 1.9514 -7.1688 3.5125
H 2.6910 -5.2121 1.2785
H 3.4450 -6.7888 1.5699
H 3.6005 -5.4751 2.7552
H 0.6952 -3.7354 0.9835
H -1.0097 -4.2245 1.1236
H 0.2108 -5.4517 0.9018
O 3.0609 9.0278 -3.6157
C 3.1270 10.2351 -3.6430
O 3.7927 10.8915 -2.6794
C 4.1033 12.2931 -2.7245
C 2.9579 13.1214 -2.1790
C 2.3920 11.0242 -4.6905
H 4.4004 12.5976 -3.7300
H 4.9803 12.4304 -2.0889
H 2.0550 13.0035 -2.7812
H 3.2249 14.1801 -2.1605
H 2.7070 12.8035 -1.1649
H 1.3661 11.1915 -4.3604
H 2.3804 10.4429 -5.6139
H 2.8623 11.9747 -4.9343
*
```

As for the lowest unoccupied orbital energy: -0.145 Ha. The calculation puts the gap between HOMO and LUMO at 7.081 eV. The calculation puts the HOMO energy at -11.03 eV.



Entry 4:
Computed, not measured: the molecule C5H6N2O at a distorted geometry, with ωB97M-V with the def2-TZVPD basis set.

```
! RIJCOSX wB97M-V def2-TZVPD def2/J DEFGRID3
* xyz 0 1
C 0.2172 0.6893 -0.8138
C -0.0567 -1.6503 -0.4559
C -0.4454 -1.4187 0.9418
C 0.2545 -0.1806 1.2973
C -0.4560 0.6990 0.4351
H 0.5661 2.5760 -1.5537
H 0.3002 -1.0015 -2.3726
H -0.2797 -2.5383 -0.9066
H -0.4378 -2.1743 1.8323
H 1.3300 -0.0729 1.6957
H -1.3534 0.3454 -0.0122
N 0.3518 1.4963 -1.8812
N 0.5013 -0.7776 -1.2310
O -0.3973 1.1253 1.8345
*
```

As for the lowest unoccupied orbital energy: 0.019 Ha. The calculation puts the gap between HOMO and LUMO at 9.004 eV. As for the SMILES: [H]/N=C1/NC=C[C@@H]2O[C@@H]12. The calculation puts the HOMO energy at -8.48 eV.



Entry 5:
Computed, not measured: a structure of composition C12H32KO12S4 at a distorted geometry, with ωB97M-V with the def2-TZVPD basis set.

```
! RIJCOSX wB97M-V def2-TZVPD def2/J DEFGRID3
* xyz 1 1
K 2.2652 0.4500 0.3860
O 0.8044 -0.2628 4.9141
S 0.8117 1.0215 4.2313
O 1.5622 1.1476 2.9837
O -0.7531 1.6049 4.1643
C -1.6870 1.3416 5.2368
C -2.1861 2.5995 5.8167
C 1.2702 2.3401 5.4121
H -1.4360 0.6362 6.0290
H -2.6080 0.9115 4.8432
H -1.4266 3.2936 6.1766
H -2.6924 2.4633 6.7723
H -2.6705 3.2517 5.0900
H 2.3404 2.4625 5.5789
H 0.7085 2.2507 6.3419
H 0.9068 3.2714 4.9777
O 1.9965 -4.8003 1.0583
S 1.1636 -3.5612 1.0018
O 1.7563 -2.2743 0.5353
O -0.2124 -3.9921 0.1182
C -0.3514 -3.3717 -1.1680
C -1.7894 -3.5660 -1.7149
C 0.4987 -3.3378 2.6724
H 0.3674 -3.8177 -1.8555
H -0.0902 -2.3230 -1.0263
H -1.8310 -3.3801 -2.7881
H -2.4446 -2.9083 -1.1438
H -2.0350 -4.6068 -1.5036
H -0.0224 -4.2462 2.9749
H -0.0874 -2.4191 2.6502
H 1.3738 -3.1379 3.2908
O 4.0532 -0.1790 -4.2299
S 2.7131 0.1926 -3.8337
O 2.3881 0.5814 -2.4371
O 2.1420 1.4542 -4.7982
C 2.8572 1.8807 -6.0024
C 4.0542 2.7654 -5.4346
C 1.5686 -1.1193 -4.5341
H 2.1838 2.5429 -6.5465
H 3.2423 1.0197 -6.5488
H 4.7726 3.1939 -6.1335
H 4.6306 2.1745 -4.7227
H 3.6440 3.5496 -4.7984
H 1.6410 -2.0558 -3.9811
H 1.7756 -1.2509 -5.5961
H 0.6026 -0.6416 -4.3699
O -0.4027 0.7936 -0.6297
S -1.4216 0.5129 -1.6459
O -1.0626 0.0109 -2.9802
O -2.5397 -0.4857 -1.1012
C -2.5655 -0.7540 0.2986
C -3.0386 0.3818 1.0958
C -2.4408 2.0492 -1.9536
H -1.5990 -1.1121 0.6531
H -3.2960 -1.5497 0.4444
H -4.0593 0.6640 0.8375
H -2.5368 1.3334 0.9209
H -3.0191 -0.0352 2.1027
H -2.9255 2.4780 -1.0766
H -3.1466 1.7836 -2.7407
H -1.7174 2.7802 -2.3146
*
```

As for the lowest unoccupied orbital energy: -0.084 Ha. The calculation puts the gap between HOMO and LUMO at 10.926 eV. The calculation puts the HOMO energy at -13.21 eV.



Here are the calculated DFT total energy numbers, same order: -5420.48216 -4408.94506 -3116.31584 -378.60870 -3571.72354 (a.u.).